[1]
{"formula": "C34H106O44P10", "method": "ωB97M-V/def2-TZVPD", "elements": ["C", "O", "H", "H", "H", "H", "C", "O", "H", "H", "H", "H", "C", "O", "H", "H", "H", "H", "C", "O", "H", "H", "H", "H", "C", "O", "P", "O", "O", "C", "O", "C", "H", "H", "H", "H", "H", "H", "H", "H", "H", "C", "O", "P", "O", "O", "C", "O", "C", "H", "H", "H", "H", "H", "H", "H", "H", "H", "C", "O", "P", "O", "O", "C", "O", "C", "H", "H", "H", "H", "H", "H", "H", "H", "H", "C", "O", "P", "O", "O", "C", "O", "C", "H", "H", "H", "H", "H", "H", "H", "H", "H", "C", "O", "P", "O", "O", "C", "O", "C", "H", "H", "H", "H", "H", "H", "H", "H", "H", "C", "O", "P", "O", "O", "C", "O", "C", "H", "H", "H", "H", "H", "H", "H", "H", "H", "C", "O", "P", "O", "O", "C", "O", "C", "H", "H", "H", "H", "H", "H", "H", "H", "H", "C", "O", "P", "O", "O", "C", "O", "C", "H", "H", "H", "H", "H", "H", "H", "H", "H", "C", "O", "P", "O", "O", "C", "O", "C", "H", "H", "H", "H", "H", "H", "H", "H", "H", "C", "O", "P", "O", "O", "C", "O", "C", "H", "H", "H", "H", "H", "H", "H", "H", "H"], "coordinates": [[-18.74382, 16.93817, 16.74944], [-17.95403, 17.55111, 15.79384], [-19.68530, 16.57985, 16.33311], [-18.25971, 16.09016, 17.23385], [-19.08819, 17.44251, 17.65229], [-18.53085, 18.05076, 15.21141], [-19.96042, 22.31301, 12.46968], [-20.29677, 21.51321, 13.66306], [-19.83612, 23.38512, 12.62209], [-19.02607, 21.85508, 12.14506], [-20.75195, 22.09401, 11.75300], [-21.01018, 22.00504, 14.07628], [-15.96125, 25.03628, 11.04841], [-15.43438, 23.92057, 10.34582], [-15.93882, 24.86968, 12.12536], [-15.25480, 25.84726, 10.87133], [-16.91017, 25.39029, 10.64550], [-16.04669, 23.84656, 9.61016], [-12.47140, 21.92486, 16.03329], [-11.14097, 21.67348, 15.66595], [-12.55196, 22.26616, 17.06534], [-12.94155, 22.60679, 15.32475], [-13.08338, 21.02734, 15.94360], [-10.59109, 21.65858, 16.45272], [-17.64206, 12.73528, 12.57705], [-17.71856, 12.41672, 13.99889], [-17.96729, 10.88171, 14.46993], [-16.69114, 10.19866, 14.72551], [-18.93827, 11.03584, 15.74263], [-20.01218, 11.98958, 15.73985], [-18.88315, 10.21032, 13.30481], [-19.47145, 8.91486, 13.45551], [-16.70317, 13.24486, 12.36045], [-18.37455, 13.45156, 12.20489], [-17.62959, 11.90174, 11.87479], [-20.21125, 12.53090, 14.81495], [-19.83209, 12.83403, 16.40511], [-20.94504, 11.50391, 16.02622], [-19.19309, 8.49415, 14.42175], [-19.14918, 8.19931, 12.69905], [-20.54261, 8.78214, 13.60750], [-11.77685, 24.52895, 3.49436], [-11.32535, 23.25736, 2.90438], [-11.28012, 21.85838, 3.79394], [-12.64114, 21.56237, 4.32811], [-10.10195, 22.13181, 4.88364], [-10.38190, 22.69831, 6.11503], [-10.62579, 20.81024, 2.69627], [-11.26956, 20.60252, 1.47376], [-12.59924, 25.02580, 2.97967], [-11.08028, 25.36733, 3.48897], [-12.22258, 24.50581, 4.48879], [-10.90705, 23.65339, 6.10292], [-9.51282, 22.75184, 6.77072], [-11.03656, 21.99267, 6.62651], [-10.62253, 20.89554, 0.64695], [-12.23208, 21.11307, 1.44265], [-11.45841, 19.53637, 1.59936], [-12.58994, 17.12542, 7.68435], [-12.50802, 17.62568, 8.99249], [-13.47610, 16.93906, 10.14700], [-14.91515, 16.80310, 9.74287], [-12.77466, 15.54520, 10.60002], [-12.68142, 15.18017, 11.92077], [-13.24022, 17.90542, 11.38022], [-14.05023, 19.11969, 11.45314], [-12.05832, 17.76248, 6.97751], [-13.62594, 17.00959, 7.36594], [-12.01148, 16.20189, 7.66050], [-13.36390, 15.72933, 12.56943], [-11.75262, 15.51937, 12.37943], [-12.76689, 14.09362, 11.93485], [-14.47429, 19.44981, 10.50483], [-13.45457, 19.99055, 11.72681], [-14.79900, 19.06057, 12.24305], [-23.33122, 17.25861, 5.45917], [-22.77170, 17.84266, 6.64152], [-22.90632, 17.14246, 8.07408], [-24.08498, 16.26131, 8.24354], [-21.53383, 16.41530, 8.30941], [-20.29823, 17.05284, 7.93218], [-22.77041, 18.44140, 9.09564], [-23.91062, 19.32582, 9.26603], [-22.71067, 16.42225, 5.13748], [-23.49227, 18.08067, 4.76175], [-24.33566, 16.87082, 5.62894], [-19.59548, 16.28135, 7.61747], [-19.92417, 17.70040, 8.72518], [-20.44605, 17.72060, 7.08346], [-23.62985, 20.26309, 8.78561], [-23.97158, 19.48234, 10.34301], [-24.90443, 19.03197, 8.92824], [-4.18533, 14.79245, 7.04893], [-4.81908, 15.94739, 6.42917], [-6.28542, 15.91696, 5.70275], [-6.23774, 15.00253, 4.57130], [-7.40957, 15.51972, 6.81989], [-7.30115, 16.16815, 8.13586], [-6.54959, 17.54038, 5.39103], [-6.39183, 18.52360, 6.38662], [-3.78948, 14.83922, 8.06343], [-3.32272, 14.50486, 6.44786], [-4.91686, 13.98507, 7.08209], [-6.55443, 16.94716, 8.28964], [-7.19797, 15.43984, 8.94024], [-8.30128, 16.57815, 8.27635], [-5.67841, 18.30932, 7.18236], [-7.37706, 18.90941, 6.64850], [-5.84900, 19.30058, 5.84834], [-22.10781, 21.69515, 18.82944], [-21.62605, 22.80488, 18.00876], [-20.08723, 23.14453, 18.29068], [-19.63420, 23.53280, 19.62972], [-19.23523, 21.83336, 17.82118], [-17.82329, 21.92802, 17.52592], [-19.72452, 24.13971, 17.14447], [-20.35995, 25.35632, 17.22931], [-21.88601, 20.70690, 18.42663], [-23.09097, 21.63308, 19.29596], [-21.56163, 21.71531, 19.77253], [-17.43352, 22.94430, 17.58381], [-17.73701, 21.62217, 16.48326], [-17.24624, 21.36252, 18.25758], [-20.57033, 25.61074, 18.26812], [-21.30641, 25.49988, 16.70806], [-19.67388, 26.06835, 16.77061], [-6.94023, 15.44322, 15.79861], [-5.82160, 15.91394, 14.94993], [-5.90061, 17.38852, 14.21956], [-5.96883, 18.49069, 15.21885], [-4.80093, 17.37547, 13.01127], [-4.53381, 18.55848, 12.22771], [-7.30580, 17.28188, 13.44119], [-8.08847, 18.46217, 13.23137], [-6.78466, 15.50206, 16.87585], [-7.07091, 14.39170, 15.54301], [-7.86389, 15.92979, 15.48525], [-4.78738, 18.24360, 11.21546], [-3.48669, 18.86119, 12.22542], [-5.16458, 19.42688, 12.41778], [-8.27704, 18.23272, 12.18262], [-7.62877, 19.39600, 13.55503], [-9.06415, 18.47631, 13.71711], [-16.44499, 16.28719, -1.18187], [-17.64553, 16.22258, -0.37528], [-17.55854, 16.65647, 1.21797], [-18.86773, 16.83022, 1.90301], [-16.58031, 15.54125, 1.84667], [-16.26940, 15.33105, 3.23561], [-16.63781, 17.95019, 1.16701], [-16.41653, 18.53821, 2.45018], [-16.32997, 15.54590, -1.97267], [-15.59050, 16.31883, -0.50588], [-16.27674, 17.22574, -1.70998], [-16.80220, 16.01899, 3.89209], [-15.20669, 15.50294, 3.40649], [-16.54080, 14.28471, 3.37558], [-15.47031, 18.26291, 2.91600], [-17.27400, 18.43726, 3.11551], [-16.30495, 19.61476, 2.32104], [-12.25628, 11.77132, 15.89701], [-12.56552, 13.09303, 16.25107], [-12.84229, 13.48445, 17.80202], [-11.84885, 12.94391, 18.73741], [-12.97017, 15.05633, 17.86560], [-13.89212, 15.74059, 17.05493], [-14.44591, 13.03613, 17.92084], [-14.80310, 12.02867, 18.88471], [-12.30004, 11.17475, 16.80822], [-11.29886, 11.48565, 15.46131], [-12.94173, 11.17133, 15.29846], [-14.47128, 16.51319, 17.56066], [-14.55248, 15.08974, 16.48185], [-13.43325, 16.31548, 16.25054], [-15.76877, 11.62454, 18.58098], [-15.02209, 12.45321, 19.86446], [-14.14109, 11.17773, 19.04515], [-5.80642, 24.56382, 8.62252], [-6.55295, 25.24247, 9.62463], [-7.09253, 24.46230, 10.91431], [-6.71750, 23.01857, 10.94862], [-8.65856, 24.73466, 10.89254], [-9.59385, 23.84563, 11.54585], [-6.56181, 25.34968, 12.12715], [-6.23043, 24.72154, 13.38827], [-6.12162, 23.52696, 8.50559], [-4.77423, 24.52983, 8.97113], [-5.87289, 25.08125, 7.66547], [-10.12685, 24.33621, 12.36031], [-9.18535, 22.88376, 11.85575], [-10.38425, 23.54828, 10.85668], [-6.44532, 25.41786, 14.19886], [-5.20660, 24.34792, 13.40486], [-6.92296, 23.90084, 13.57526]], "lowdin_charge": [-0.21, -0.09, 0.08, 0.07, 0.07, 0.08, -0.12, -0.15, 0.07, 0.07, 0.07, 0.06, -0.17, -0.12, 0.08, 0.07, 0.08, 0.07, -0.18, -0.12, 0.08, 0.07, 0.07, 0.08, -0.09, -0.22, 0.42, -0.23, -0.21, -0.10, -0.23, -0.11, 0.08, 0.09, 0.08, 0.08, 0.08, 0.09, 0.08, 0.09, 0.09, -0.10, -0.24, 0.53, -0.26, -0.21, -0.14, -0.23, -0.12, 0.08, 0.08, 0.07, 0.08, 0.09, 0.09, 0.10, 0.08, 0.10, -0.13, -0.23, 0.47, -0.26, -0.21, -0.14, -0.22, -0.07, 0.09, 0.09, 0.09, 0.08, 0.09, 0.10, 0.09, 0.08, 0.09, -0.08, -0.25, 0.41, -0.24, -0.20, -0.08, -0.24, -0.10, 0.10, 0.09, 0.08, 0.09, 0.09, 0.08, 0.08, 0.08, 0.09, -0.08, -0.25, 0.47, -0.22, -0.22, -0.09, -0.22, -0.15, 0.08, 0.09, 0.08, 0.06, 0.09, 0.09, 0.08, 0.10, 0.09, -0.09, -0.19, 0.37, -0.22, -0.24, -0.09, -0.19, -0.14, 0.09, 0.09, 0.07, 0.08, 0.09, 0.09, 0.09, 0.09, 0.10, -0.06, -0.24, 0.47, -0.26, -0.23, -0.08, -0.26, -0.10, 0.09, 0.08, 0.08, 0.08, 0.09, 0.09, 0.09, 0.08, 0.08, -0.11, -0.21, 0.44, -0.25, -0.24, -0.08, -0.22, -0.11, 0.09, 0.07, 0.08, 0.08, 0.09, 0.09, 0.09, 0.09, 0.09, -0.13, -0.21, 0.45, -0.22, -0.18, -0.12, -0.23, -0.11, 0.07, 0.09, 0.09, 0.09, 0.08, 0.08, 0.08, 0.08, 0.09, -0.10, -0.21, 0.40, -0.26, -0.21, -0.09, -0.22, -0.08, 0.08, 0.09, 0.09, 0.09, 0.08, 0.08, 0.09, 0.09, 0.08], "relative_energy_kj_mol": 425.87, "homo_energy_ev": -10.48}



[2]
{"formula": "C37H60FN7OP2PtSSi", "method": "ωB97M-V/def2-TZVPD", "elements": ["Pt", "C", "Si", "C", "C", "N", "C", "C", "C", "C", "C", "C", "F", "H", "H", "H", "H", "H", "H", "H", "H", "H", "H", "H", "H", "H", "N", "P", "N", "C", "C", "C", "C", "C", "N", "C", "C", "C", "C", "C", "N", "C", "C", "C", "C", "C", "H", "H", "H", "H", "H", "H", "H", "H", "H", "H", "H", "H", "H", "H", "H", "H", "H", "H", "H", "H", "H", "H", "H", "H", "H", "H", "H", "H", "H", "H", "C", "P", "C", "C", "O", "H", "H", "H", "H", "H", "H", "H", "H", "H", "S", "C", "C", "C", "N", "C", "C", "C", "C", "C", "N", "C", "C", "H", "H", "H", "H", "H", "H", "H", "H"], "coordinates": [[1.12829, 0.24425, -0.72845], [4.82627, 0.94446, -2.92633], [4.09900, -0.47867, -1.90683], [3.00158, -1.46913, -3.06512], [5.51120, -1.61860, -1.38413], [3.17792, 0.01038, -0.53495], [3.80396, 0.43968, 0.61667], [5.12565, 0.94057, 0.62227], [5.78151, 1.36272, 1.76540], [5.14674, 1.33424, 2.99906], [3.85191, 0.84244, 3.04965], [3.22946, 0.40619, 1.90078], [1.97516, -0.11369, 2.06624], [5.84257, 0.71843, -3.25886], [4.85371, 1.87068, -2.34834], [4.22793, 1.13047, -3.82013], [3.53084, -1.64559, -4.00596], [2.06337, -0.95398, -3.28263], [2.75238, -2.44324, -2.63396], [5.63592, -2.40750, -2.13125], [5.28749, -2.09791, -0.42781], [6.47124, -1.11154, -1.27842], [5.65003, 1.01127, -0.32259], [6.79742, 1.72827, 1.68098], [5.64254, 1.67491, 3.89732], [3.29994, 0.76927, 3.97880], [-0.88453, 0.54776, -0.83810], [-1.97063, 1.00390, 0.14820], [-1.74987, 2.46614, 0.96599], [-1.93649, 2.66651, 2.39788], [-0.61923, 2.64043, 3.16528], [0.34475, 3.67566, 2.59018], [0.50671, 3.46886, 1.09007], [-0.85146, 3.46088, 0.39494], [-2.48269, -0.03209, 1.37891], [-1.54137, -0.73829, 2.23029], [-1.91737, -2.20916, 2.35492], [-3.34777, -2.35119, 2.86515], [-4.30911, -1.55726, 1.98682], [-3.84680, -0.10962, 1.87295], [-3.40620, 1.26079, -0.68138], [-3.93884, 0.20318, -1.52159], [-4.17021, 0.69668, -2.94568], [-5.04769, 1.94593, -2.94519], [-4.47458, 3.01113, -2.01405], [-4.25154, 2.43478, -0.61896], [-2.64427, 1.93869, 2.78693], [-2.39721, 3.65657, 2.53699], [-0.17273, 1.64744, 3.08013], [-0.80495, 2.82673, 4.22703], [1.31644, 3.61976, 3.08480], [-0.05124, 4.68085, 2.78387], [0.96575, 2.49844, 0.89562], [1.16100, 4.22608, 0.64948], [-0.74256, 3.22866, -0.66274], [-1.32230, 4.45379, 0.47603], [-1.55738, -0.29349, 3.23989], [-0.53166, -0.60136, 1.84641], [-1.21041, -2.72467, 3.01051], [-1.84579, -2.66850, 1.36796], [-3.40249, -1.96711, 3.89103], [-3.64676, -3.40014, 2.91239], [-5.32249, -1.59035, 2.39539], [-4.34682, -1.99245, 0.98257], [-3.91608, 0.35135, 2.87330], [-4.50304, 0.45750, 1.21534], [-4.89636, -0.15291, -1.10373], [-3.24493, -0.63733, -1.51391], [-4.62733, -0.09549, -3.54438], [-3.19693, 0.92330, -3.39111], [-6.05042, 1.67460, -2.59307], [-5.17081, 2.33506, -3.95832], [-5.13589, 3.87963, -1.96044], [-3.50836, 3.35659, -2.39883], [-5.23206, 2.16647, -0.18745], [-3.79511, 3.16684, 0.04420], [-0.51400, 2.45492, -3.23881], [1.03912, 3.02952, -2.56125], [2.20508, 3.12918, -3.92521], [0.82561, 4.73647, -2.03346], [1.60828, 2.16702, -1.46060], [-1.07385, 3.28302, -3.67690], [-1.06025, 1.97458, -2.41501], [-0.32071, 1.70063, -4.00225], [1.80582, 3.77025, -4.71339], [2.36474, 2.12920, -4.32647], [3.15634, 3.52891, -3.57628], [0.56776, 5.34839, -2.89925], [1.76195, 5.09410, -1.60489], [0.03803, 4.82506, -1.28799], [0.50964, -6.26322, -0.61611], [0.62996, -4.48577, -0.53690], [1.60843, -3.86835, 0.23060], [1.70380, -2.49200, 0.23031], [0.87228, -1.71859, -0.48364], [-0.08502, -2.30628, -1.21919], [-0.22443, -3.68256, -1.27535], [0.03146, -6.59192, 1.07272], [-1.27434, -6.39487, 1.49595], [-1.58976, -6.68004, 2.81616], [-0.71101, -7.13925, 3.70386], [0.53463, -7.33236, 3.28261], [0.95616, -7.07764, 1.98453], [2.31586, -4.44716, 0.80814], [2.47851, -1.97619, 0.77490], [-0.73620, -1.61548, -1.73741], [-0.99881, -4.11361, -1.89487], [-2.02966, -6.02515, 0.81533], [-2.60149, -6.53216, 3.17630], [1.23792, -7.70974, 4.01649], [1.98224, -7.25688, 1.69342]], "lowdin_charge": [1.05, -0.17, 0.38, -0.19, -0.17, -0.25, -0.31, -0.05, -0.10, -0.11, -0.04, -0.24, -0.01, 0.03, 0.02, 0.00, 0.03, 0.01, 0.02, 0.03, 0.03, 0.02, 0.08, 0.10, 0.09, 0.11, -0.37, 0.55, -0.20, -0.20, -0.18, -0.19, -0.19, -0.24, -0.21, -0.22, -0.18, -0.20, -0.18, -0.22, -0.23, -0.23, -0.18, -0.21, -0.18, -0.22, 0.09, 0.12, 0.10, 0.11, 0.11, 0.11, 0.08, 0.10, 0.05, 0.13, 0.12, 0.08, 0.11, 0.10, 0.11, 0.10, 0.11, 0.11, 0.11, 0.10, 0.12, 0.10, 0.11, 0.10, 0.11, 0.11, 0.11, 0.10, 0.12, 0.10, -0.18, 0.59, -0.17, -0.16, -0.49, 0.06, -0.01, 0.06, 0.06, 0.05, 0.06, 0.06, 0.07, 0.03, 0.99, -0.51, -0.05, -0.10, -0.12, -0.12, -0.06, -0.52, -0.08, -0.14, 0.06, -0.14, -0.09, 0.12, 0.10, 0.08, 0.11, 0.11, 0.11, 0.11, 0.10], "relative_energy_kj_mol": 0.00, "homo_energy_ev": -6.61}



| no. | HOMO-LUMO gap (eV) |
| --- | --- |
| 1 | 10.352 |
| 2 | 6.650 |